1.
This record from the OMol25 dataset describes a 3-piece molecular cluster, C13H31N2O3 overall. The level of theory is ωB97M-V/def2-TZVPD.

Element x y z (Å)
C 1.3227 1.0512 -1.5238
C 0.0031 1.0920 -2.3132
C -0.7281 2.4452 -2.1564
C -1.8919 2.3459 -1.1881
N -2.9369 1.4418 -1.7806
O -3.1703 0.2909 -0.9792
C -3.1321 -0.7960 -1.7185
N -2.7297 -1.6718 -2.3719
H 1.4974 0.1005 -1.0428
H 1.3127 1.8212 -0.7638
H 2.1363 1.2175 -2.2096
H 0.1943 0.9409 -3.3660
H -0.6318 0.2599 -2.0185
H -1.1056 2.7729 -3.1199
H -0.0230 3.1697 -1.7852
H -2.3338 3.3261 -1.0810
H -1.5955 1.9882 -0.2147
H -3.8262 1.9421 -1.8617
H -2.6632 1.1733 -2.7340
C 6.1893 -0.0276 0.7243
C 5.7918 0.6272 -0.5865
O 4.5363 1.2886 -0.5428
C 4.4272 2.3479 0.3904
C 5.4086 3.4832 0.1555
H 5.4177 -0.7243 1.0546
H 7.1240 -0.5740 0.6013
H 6.3379 0.7050 1.5187
H 5.6884 -0.1388 -1.3549
H 6.5721 1.3128 -0.9322
H 4.5152 1.9670 1.4137
H 3.4092 2.7276 0.2839
H 6.4417 3.1619 0.2879
H 5.2207 4.2940 0.8594
H 5.3097 3.8705 -0.8595
C -2.9270 -2.2142 1.1396
C -2.8568 -3.4746 1.9881
O -3.5842 -3.3898 3.1921
C -4.9799 -3.1800 3.0682
C -5.7046 -4.2769 2.3070
H -2.5971 -1.3482 1.7181
H -2.2857 -2.3226 0.2655
H -3.9461 -2.0170 0.7928
H -1.8220 -3.6476 2.2822
H -3.1677 -4.3497 1.4078
H -5.1815 -2.1989 2.6204
H -5.3581 -3.1398 4.0887
H -5.3854 -4.3335 1.2647
H -6.7787 -4.0922 2.3156
H -5.5135 -5.2477 2.7643

Results
molar mass	263.4	g mol⁻¹
charge	+1
HOMO	-11.7	eV

Partial charges, natural (NBO), in e: atom 1 (C): -0.61, atom 2 (C): -0.42, atom 3 (C): -0.42, atom 4 (C): -0.24, atom 5 (N): -0.21, atom 6 (O): -0.28, atom 7 (C): 0.46, atom 8 (N): -0.23, atom 9 (H): 0.23, atom 10 (H): 0.20, atom 11 (H): 0.24, atom 12 (H): 0.23, atom 13 (H): 0.18, atom 14 (H): 0.21, atom 15 (H): 0.26, atom 16 (H): 0.24, atom 17 (H): 0.26, atom 18 (H): 0.45, atom 19 (H): 0.45, atom 20 (C): -0.65, atom 21 (C): -0.07, atom 22 (O): -0.55, atom 23 (C): -0.06, atom 24 (C): -0.65, atom 25 (H): 0.21, atom 26 (H): 0.22, atom 27 (H): 0.21, atom 28 (H): 0.19, atom 29 (H): 0.17, atom 30 (H): 0.17, atom 31 (H): 0.17, atom 32 (H): 0.21, atom 33 (H): 0.22, atom 34 (H): 0.21, atom 35 (C): -0.66, atom 36 (C): -0.06, atom 37 (O): -0.53, atom 38 (C): -0.06, atom 39 (C): -0.65, atom 40 (H): 0.21, atom 41 (H): 0.21, atom 42 (H): 0.19, atom 43 (H): 0.19, atom 44 (H): 0.17, atom 45 (H): 0.15, atom 46 (H): 0.20, atom 47 (H): 0.20, atom 48 (H): 0.22, atom 49 (H): 0.22

---

2.
This record from the OMol25 dataset describes C35H41N6P2S3Zn as an isolated structure. The level of theory is ωB97M-V/def2-TZVPD.

Element x y z (Å)
Zn -0.0744 -0.2113 0.9887
N 0.5918 -0.8024 3.8382
C 0.1246 -2.1134 3.8376
C 0.7506 -3.1826 4.5232
C 0.2890 -4.4957 4.3382
C -0.8773 -4.7346 3.6709
C -1.5860 -3.7254 2.9827
C -2.8543 -3.8774 2.3363
C -3.4606 -2.7254 1.8155
C -2.7419 -1.5556 1.7561
N -1.5193 -1.3839 2.2734
C -1.0030 -2.4527 3.0206
H -0.1091 -0.1014 3.6366
H 1.1159 -0.5933 4.7540
H 1.5290 -2.9439 5.2477
H 0.7497 -5.3161 4.8198
H -1.3437 -5.7115 3.7556
H -3.2890 -4.9052 2.2358
H -4.3596 -2.8163 1.1589
H -3.1916 -0.7024 1.2227
C -0.1275 -2.1576 -2.1652
P 0.0020 -0.4743 -1.4395
C 1.6993 -0.0404 -1.9702
N 1.9534 0.0282 -3.3030
C 3.1679 0.5010 -3.6240
C 3.4637 0.6761 -5.0145
C 4.6942 1.0804 -5.4268
C 5.7073 1.4412 -4.4642
C 5.4256 1.2571 -3.1205
C 4.1931 0.7720 -2.6472
N 3.9829 0.4889 -1.3327
C 2.7611 0.0193 -1.0877
P 2.3984 -0.3835 0.6585
C 3.2773 0.9856 1.4554
C 3.5547 -1.9237 0.9339
C 3.5194 -2.2122 2.4465
C 5.0124 -1.6575 0.5403
C 3.0021 -3.1567 0.1446
C -1.1828 0.6438 -2.2308
C -2.5654 0.4947 -1.5854
C -1.3774 0.3181 -3.7442
C -0.7594 2.1303 -2.1725
H 0.8114 -2.4331 -2.7286
H -0.9966 -2.1698 -2.7967
H -0.4507 -2.8322 -1.3829
H 2.6145 0.5441 -5.5935
H 4.9213 1.2585 -6.5069
H 6.6667 1.9155 -4.7553
H 6.1972 1.6133 -2.4071
H 4.2580 1.2270 1.0476
H 3.2218 0.8152 2.5440
H 2.6863 1.9001 1.1946
H 3.3906 -1.3331 3.0440
H 4.3508 -2.8104 2.7633
H 2.5423 -2.7209 2.8022
H 5.6248 -0.9502 1.1033
H 5.0890 -1.4380 -0.5438
H 5.4896 -2.6211 0.6018
H 2.0061 -3.4178 0.5733
H 3.5802 -4.0303 0.4702
H 3.0252 -3.0945 -0.9887
H -2.8019 -0.5128 -1.2806
H -3.4252 0.8221 -2.2220
H -2.6028 1.1606 -0.6846
H -1.7846 -0.6811 -3.9693
H -0.4874 0.4689 -4.3643
H -2.0727 1.1262 -4.0949
H -0.8702 2.4696 -1.1324
H -1.4973 2.5928 -2.8548
H 0.2411 2.4364 -2.5471
S -3.4273 6.4152 2.0304
C -2.9044 4.8381 2.0180
S -1.4391 4.3119 2.9271
C -1.3143 2.9443 1.8360
N -2.2774 2.8085 0.9241
N -3.2793 3.8235 1.1899
C -4.5276 3.7982 0.5766
C -5.7038 4.1782 1.2313
C -6.9292 3.9296 0.6172
C -6.9787 3.3799 -0.6439
C -5.7708 3.0922 -1.3044
C -4.5848 3.2631 -0.6975
S -0.0319 1.8691 2.1530
H -5.8451 4.5972 2.2487
H -7.8366 4.2761 1.1061
H -7.9434 3.0986 -1.1177
H -5.8000 2.7241 -2.3603
H -3.6772 2.8668 -1.0885

Results
molar mass	769.3	g mol⁻¹
charge	+1
HOMO	-9.5	eV

Partial charges, Mulliken, in e: atom 1 (Zn): 1.71, atom 2 (N): -0.16, atom 3 (C): -0.34, atom 4 (C): -0.39, atom 5 (C): -0.90, atom 6 (C): -0.80, atom 7 (C): 0.57, atom 8 (C): -0.50, atom 9 (C): -0.90, atom 10 (C): -0.26, atom 11 (N): -0.32, atom 12 (C): 0.86, atom 13 (H): 0.10, atom 14 (H): 0.35, atom 15 (H): 0.40, atom 16 (H): 0.49, atom 17 (H): 0.39, atom 18 (H): 0.39, atom 19 (H): 0.34, atom 20 (H): 0.49, atom 21 (C): -1.32, atom 22 (P): 1.24, atom 23 (C): -0.68, atom 24 (N): -0.33, atom 25 (C): 0.42, atom 26 (C): -0.55, atom 27 (C): -0.56, atom 28 (C): -0.50, atom 29 (C): -0.42, atom 30 (C): 0.07, atom 31 (N): -0.28, atom 32 (C): 0.36, atom 33 (P): 0.54, atom 34 (C): -1.47, atom 35 (C): 1.52, atom 36 (C): -1.34, atom 37 (C): -1.81, atom 38 (C): -1.35, atom 39 (C): 1.43, atom 40 (C): -1.35, atom 41 (C): -1.70, atom 42 (C): -1.49, atom 43 (H): 0.35, atom 44 (H): 0.54, atom 45 (H): 0.33, atom 46 (H): 0.53, atom 47 (H): 0.34, atom 48 (H): 0.38, atom 49 (H): 0.38, atom 50 (H): 0.44, atom 51 (H): 0.33, atom 52 (H): 0.45, atom 53 (H): 0.26, atom 54 (H): 0.49, atom 55 (H): 0.11, atom 56 (H): 0.35, atom 57 (H): 0.31, atom 58 (H): 0.58, atom 59 (H): 0.26, atom 60 (H): 0.51, atom 61 (H): 0.21, atom 62 (H): 0.43, atom 63 (H): 0.38, atom 64 (H): -0.03, atom 65 (H): 0.36, atom 66 (H): 0.25, atom 67 (H): 0.56, atom 68 (H): 0.19, atom 69 (H): 0.52, atom 70 (H): 0.21, atom 71 (S): -0.26, atom 72 (C): 0.04, atom 73 (S): -0.07, atom 74 (C): -0.06, atom 75 (N): -0.16, atom 76 (N): 0.08, atom 77 (C): 0.25, atom 78 (C): -0.28, atom 79 (C): -0.61, atom 80 (C): -0.51, atom 81 (C): -0.78, atom 82 (C): 0.20, atom 83 (S): -0.62, atom 84 (H): 0.34, atom 85 (H): 0.37, atom 86 (H): 0.34, atom 87 (H): 0.31, atom 88 (H): 0.43

---

3.
This record from the OMol25 dataset describes a single C5H13FN2O3S molecule. The level of theory is ωB97M-V/def2-TZVPD.

Element x y z (Å)
N 0.6786 3.0752 -0.1182
C -0.4911 2.3555 -0.6867
C -0.2000 0.7981 -0.7018
N -1.0225 0.1788 0.3637
C -1.2693 -1.2673 0.1641
C -0.0568 -2.2231 0.4018
C 0.9494 -2.3357 -0.7973
O 2.1463 -1.5756 -0.5945
S -0.4806 0.5387 1.9244
O -0.8875 1.8660 2.3979
O -0.9476 -0.5210 2.8473
F 1.1502 0.4884 1.8683
H 0.5508 4.0763 -0.2434
H 1.4482 2.8393 -0.7441
H -0.6938 2.7485 -1.7085
H -1.4061 2.5165 -0.0919
H 0.8897 0.6714 -0.5508
H -0.5165 0.4422 -1.7013
H -1.6548 -1.4446 -0.8625
H -2.0875 -1.5821 0.8406
H 0.5178 -2.0207 1.3226
H -0.4879 -3.2424 0.5283
H 0.4316 -2.0762 -1.7464
H 1.2753 -3.3976 -0.8334
H 2.1641 -0.9087 -1.2782

Results
molar mass	200.2	g mol⁻¹
HOMO	-9.8	eV
SMILES	NCCN(CCCO)S(=O)(=O)F

Partial charges, natural (NBO), in e: atom 1 (N): -0.82, atom 2 (C): -0.23, atom 3 (C): -0.26, atom 4 (N): -0.64, atom 5 (C): -0.23, atom 6 (C): -0.46, atom 7 (C): -0.07, atom 8 (O): -0.72, atom 9 (S): 2.43, atom 10 (O): -0.86, atom 11 (O): -0.90, atom 12 (F): -0.47, atom 13 (H): 0.36, atom 14 (H): 0.34, atom 15 (H): 0.17, atom 16 (H): 0.22, atom 17 (H): 0.21, atom 18 (H): 0.22, atom 19 (H): 0.21, atom 20 (H): 0.24, atom 21 (H): 0.24, atom 22 (H): 0.22, atom 23 (H): 0.16, atom 24 (H): 0.18, atom 25 (H): 0.46

---

4.
This record from the OMol25 dataset describes H22NeO11Xe as an isolated structure. The level of theory is ωB97M-V/def2-TZVPD.

Element x y z (Å)
Ne 9.8948 -2.7724 9.9811
Xe 8.4623 -4.7833 6.8706
O 6.1411 -8.4043 5.9825
H 5.8282 -9.0585 5.3577
H 6.2409 -7.6058 5.4642
O 11.2570 -3.3684 5.0797
H 10.7452 -2.7822 5.6371
H 12.1521 -3.2931 5.4102
O 8.2046 -7.3053 9.5358
H 8.5372 -6.4440 9.7881
H 8.8203 -7.6151 8.8714
O 8.1903 -5.5021 3.0841
H 8.5225 -6.3156 3.4637
H 8.9563 -4.9303 3.0338
O 11.8625 -5.9368 4.5312
H 12.6084 -6.0555 5.1192
H 11.5365 -5.0594 4.7312
O 4.5691 -4.1184 6.1467
H 4.6511 -4.2555 7.0905
H 5.0310 -4.8599 5.7555
O 5.0249 -7.3375 8.2891
H 5.6788 -7.4795 7.6046
H 4.9680 -6.3856 8.3728
O 5.9496 -6.0157 4.6874
H 6.5467 -5.6617 4.0282
H 5.0921 -6.0102 4.2622
O 9.0549 -8.5564 7.0028
H 8.1662 -8.4687 7.3475
H 9.1999 -9.5011 6.9504
O 4.6861 -4.3624 8.8463
H 4.0699 -4.0488 9.5083
H 5.5341 -4.0166 9.1249
O 9.5915 -7.4298 4.2688
H 10.3830 -6.9097 4.4074
H 9.2544 -7.5932 5.1497

Results
molar mass	349.6	g mol⁻¹
HOMO	-10.1	eV

Partial charges, natural (NBO), in e: atom 1 (Ne): 0.00, atom 2 (Xe): 0.00, atom 3 (O): -0.99, atom 4 (H): 0.48, atom 5 (H): 0.50, atom 6 (O): -0.95, atom 7 (H): 0.49, atom 8 (H): 0.48, atom 9 (O): -0.94, atom 10 (H): 0.46, atom 11 (H): 0.47, atom 12 (O): -1.00, atom 13 (H): 0.50, atom 14 (H): 0.48, atom 15 (O): -0.97, atom 16 (H): 0.47, atom 17 (H): 0.49, atom 18 (O): -0.99, atom 19 (H): 0.48, atom 20 (H): 0.47, atom 21 (O): -0.96, atom 22 (H): 0.48, atom 23 (H): 0.47, atom 24 (O): -0.98, atom 25 (H): 0.52, atom 26 (H): 0.49, atom 27 (O): -0.97, atom 28 (H): 0.50, atom 29 (H): 0.48, atom 30 (O): -0.95, atom 31 (H): 0.49, atom 32 (H): 0.48, atom 33 (O): -0.99, atom 34 (H): 0.50, atom 35 (H): 0.49

---

5.
This record from the OMol25 dataset describes C4H7IO2S2 as an isolated structure. The level of theory is ωB97M-V/def2-TZVPD.

Element x y z (Å)
C -1.2559 0.2552 0.6877
C -0.2694 -0.0603 1.8028
C 0.3963 0.1329 0.5285
C 0.3961 -0.6185 -2.7044
O -0.0940 0.8356 2.8820
O 1.4231 -0.7315 -1.7787
S 1.4223 1.6091 0.2282
S 0.9519 -1.4466 -0.3206
I -0.4767 -2.1006 2.3661
H -1.7008 -0.6947 0.2254
H -1.6232 1.2833 0.5373
H -0.0456 -1.5816 -2.9314
H 0.9679 -0.1601 -3.6441
H -0.3758 0.2255 -2.3759
H -1.0143 1.1084 2.9450
H 1.2980 1.9438 1.5522

Results
molar mass	278.1	g mol⁻¹
HOMO	-8.7	eV

Partial charges, natural (NBO), in e: atom 1 (C): -0.50, atom 2 (C): 0.10, atom 3 (C): -0.36, atom 4 (C): -0.26, atom 5 (O): -0.68, atom 6 (O): -0.67, atom 7 (S): 0.03, atom 8 (S): 0.53, atom 9 (I): 0.12, atom 10 (H): 0.25, atom 11 (H): 0.24, atom 12 (H): 0.19, atom 13 (H): 0.20, atom 14 (H): 0.17, atom 15 (H): 0.49, atom 16 (H): 0.16

---

Question: Look up the HOMO of the third one.
Answer: -9.8 eV